Entry 1:
Entry from the OMol25 dataset: a molecular structure, C7H12O3 in a non-equilibrium geometry (the ωB97M-V functional and the def2-TZVPD basis).

```
22
Properties=species:S:1:pos:R:3:mulliken_charge:R:1
C 2.33198 -0.16233 -1.49174 -1.013
O 1.72881 -1.37000 -1.90434 -0.446
C 0.56865 -1.03341 -1.19858 1.392
C -0.25270 -2.30541 -0.91368 -1.337
C -1.46255 -1.70437 -1.66427 0.095
C -2.56134 -1.07762 -0.80650 -0.679
O -2.08185 0.21048 -0.42987 -0.430
C -1.35190 0.72179 -1.53981 -0.827
C -0.59504 -0.47900 -2.07818 -0.169
H 3.40552 -0.36112 -1.41056 0.410
H 2.06197 0.71892 -2.09013 0.292
H 0.14975 -3.20380 -1.39688 0.271
H -0.41590 -2.55156 0.14404 0.285
H -1.86946 -2.32308 -2.47097 0.390
H -3.48837 -0.96545 -1.39389 0.298
H -2.78336 -1.63646 0.11166 0.343
H -2.04554 1.11594 -2.30230 0.341
H -0.70893 1.53523 -1.18192 0.310
H -0.36408 -0.40132 -3.14687 0.496
H 0.01332 0.07651 0.68604 0.319
O 0.87058 -0.27579 0.42308 -0.673
H 2.19954 0.23757 -0.16832 0.332
```

Kohn-Sham gap (eV): 9.51
E_HOMO (eV): -8.75
2S+1: 1
Relative energy (zero: lowest compared OMol25 entry of this formula, charge and spin) (kcal per mole): 121.8
Energy (eV): -13590.793
LUMO (Ha): 0.0279
Strongest force on any atom (eV/A): 6.04



Entry 2:
Entry from the OMol25 dataset: a molecular structure, C5H12NOS in a non-equilibrium geometry (the ωB97M-V functional and the def2-TZVPD basis).

```
20
Properties=species:S:1:pos:R:3:mulliken_charge:R:1
C 0.16631 -0.19053 0.60158 0.579
N -0.64991 -0.99351 1.52409 -0.640
C -1.66540 -0.27590 2.07864 -0.883
O -2.68986 0.63579 1.56326 -0.466
C -0.40284 0.98461 -0.11025 -0.910
C -0.30275 -0.34167 -0.82966 -0.451
C 0.57602 -0.29408 -2.10922 -1.101
S 2.30178 0.12971 -1.65456 -0.787
H 1.24364 -0.17418 0.84648 0.294
H 0.25391 2.06351 3.36941 0.175
H 1.22227 -2.83862 -0.36025 0.098
H -2.08345 -0.76249 2.98242 0.297
H -1.54545 0.94996 1.97401 0.403
H 0.34679 1.75886 -0.23716 0.217
H -1.39372 1.37808 -0.23263 0.378
H -1.17243 -0.97403 -0.85918 0.430
H 1.79273 -2.45019 -0.74088 -0.148
H 0.17555 0.43943 -2.75773 0.378
H 0.55139 -1.26792 -2.63602 0.322
H 0.15346 1.33517 3.25554 -0.186
```

Kohn-Sham gap (alpha / beta) (eV): 4.33 / 5.65
E_HOMO (alpha / beta) (eV): 1.86 / 0.54
2S+1: 2
Relative energy (zero: lowest compared OMol25 entry of this formula, charge and spin) (kcal per mole): 131.6
Energy (eV): -19743.673
LUMO (alpha / beta) (Ha): 0.2274 / 0.2273
Strongest force on any atom (eV/A): 2.92
Charge: -2
Expectation value of S²: 0.759



Entry 3:
Entry from the OMol25 dataset: 2 unconnected molecules or ions with the total composition C3H3F in a non-equilibrium geometry (the ωB97M-V functional and the def2-TZVPD basis).

```
7
Properties=species:S:1:pos:R:3:mulliken_charge:R:1
C -0.80051 -1.07305 1.47953 -0.189
C -0.64812 -0.42368 0.48682 -0.495
C 0.54469 0.63593 -0.98946 -0.014
F 0.77169 1.82784 -0.45978 -0.182
H -1.12052 -1.62245 2.31983 0.373
H 1.41090 -0.00310 -1.02791 0.259
H -0.15815 0.65852 -1.80902 0.248
```

Kohn-Sham gap (eV): 10.17
E_HOMO (eV): -10.09
2S+1: 1
Relative energy (zero: lowest compared OMol25 entry of this formula, charge and spin) (kcal per mole): 57.1
Energy (eV): -5871.983
LUMO (Ha): 0.0028
Strongest force on any atom (eV/A): 5.30



Entry 4:
Entry from the OMol25 dataset: a molecular structure, C25H47Cl2MnNO3Si2 in a non-equilibrium geometry (the ωB97M-V functional and the def2-TZVPD basis).

```
81
Properties=species:S:1:pos:R:3:mulliken_charge:R:1
O 0.84893 -2.42115 -3.01934 -0.236
O -1.29692 -3.35735 -3.64008 0.507
C 1.35895 -1.71724 -4.20092 -0.375
C 2.77562 -1.25467 -4.00199 -1.465
H 0.67532 -0.87427 -4.34911 0.345
H 1.28153 -2.40172 -5.05671 0.413
H 2.86535 -0.57247 -3.14920 0.305
H 3.07062 -0.69909 -4.89886 0.433
H 3.47664 -2.08919 -3.89517 0.320
C 1.54173 -3.69111 -2.75110 0.076
C 1.59364 -4.63728 -3.92404 -1.487
H 1.01717 -4.13030 -1.89181 0.115
H 2.54844 -3.40403 -2.42972 0.601
H 0.61653 -4.80510 -4.39367 0.077
H 1.95075 -5.61466 -3.57178 0.463
H 2.30087 -4.28800 -4.68535 0.363
C -2.06974 -4.10062 -2.60445 -0.189
C -2.02208 -2.87093 -4.82896 -0.016
C -1.83911 -5.56995 -2.78776 -1.189
H -3.11497 -3.80740 -2.74301 0.449
H -1.69696 -3.73386 -1.64248 0.119
H -2.19806 -5.92299 -3.76133 0.281
H -2.39706 -6.10654 -2.01627 0.463
H -0.77953 -5.82717 -2.67272 0.218
C -2.26015 -4.01607 -5.77265 -1.370
H -1.38740 -2.09102 -5.25869 0.301
H -2.95989 -2.43083 -4.47349 0.162
H -1.35616 -4.60599 -5.96521 0.285
H -2.59295 -3.60843 -6.73047 0.422
H -3.05146 -4.68037 -5.41344 0.349
H -0.40868 -2.78570 -3.27305 0.224
Mn 0.03448 0.06662 -0.06557 -0.159
C -1.10143 -0.12386 -1.83878 0.332
Si -2.55819 0.99451 -2.26330 0.254
H -0.27004 0.01620 -2.55421 -0.120
H -1.42231 -1.17767 -1.92298 -0.209
C -2.43504 1.34714 -4.12418 -1.016
C -2.67961 2.66671 -1.40730 -0.960
C -4.18127 0.06400 -1.95843 -0.982
C 1.90630 -0.94476 0.04611 -0.315
Si 2.12546 -2.38198 1.24145 0.478
H 2.60095 -0.12628 0.34579 0.439
H 2.16061 -1.20653 -1.00755 -0.135
C 3.40379 -3.60302 0.60381 -1.084
C 0.50164 -3.31393 1.37926 -1.052
C 2.69453 -1.82816 2.94417 -0.962
H -4.05937 -1.00219 -2.19693 0.159
H -4.99351 0.46581 -2.58404 0.307
H -4.48759 0.14311 -0.90527 0.310
H -1.42419 1.70877 -4.35925 0.287
H -3.15522 2.11124 -4.45001 0.370
H -2.61484 0.43466 -4.71007 0.175
H -1.68882 3.11312 -1.23250 0.194
H -3.19817 2.57196 -0.44127 0.292
H -3.26817 3.35416 -2.04191 0.343
H 0.60562 -4.31144 0.92957 0.403
H -0.31725 -2.79533 0.86618 0.047
H 0.22816 -3.44292 2.43446 0.440
H 2.80981 -2.69604 3.60884 0.301
H 1.97950 -1.13846 3.40731 0.183
H 3.66751 -1.32009 2.88735 0.284
H 3.72105 -4.26187 1.42207 0.318
H 4.29096 -3.08714 0.21738 0.297
H 2.99454 -4.23115 -0.19655 0.207
Cl 1.92071 4.60034 -0.43703 -0.237
C 1.41166 3.85798 1.00253 0.228
C 1.58188 4.43325 2.25987 -0.398
C 1.16941 3.79438 3.42605 0.627
Cl 1.44585 4.53806 4.94235 -0.291
C 0.55024 2.50170 3.38371 -0.121
C 0.18737 1.72381 4.50220 -0.707
C -0.35470 0.46122 4.32110 -0.815
C -0.52106 -0.05157 3.02732 -0.472
N -0.16427 0.66231 1.93722 0.132
C 0.35175 1.91871 2.10068 0.707
C 0.79146 2.58316 0.90031 -0.098
O 0.64898 1.99579 -0.24911 -0.639
H 2.06649 5.40090 2.33011 0.426
H 0.35038 2.12671 5.49702 0.399
H -0.64511 -0.15256 5.17075 0.392
H -0.95179 -1.03184 2.86394 0.477
```

Kohn-Sham gap (alpha / beta) (eV): 5.50 / 6.42
E_HOMO (alpha / beta) (eV): -5.58 / -6.50
2S+1: 6
Relative energy (zero: lowest compared OMol25 entry of this formula, charge and spin) (kcal per mole): 17.1
Energy (eV): -106439.700
LUMO (alpha / beta) (Ha): -0.0032 / -0.0033
Strongest force on any atom (eV/A): 2.14
Expectation value of S²: 8.775



Entry 5:
Entry from the OMol25 dataset: a molecular structure, C6H18KO6 in a non-equilibrium geometry (the ωB97M-V functional and the def2-TZVPD basis).

```
31
Properties=species:S:1:pos:R:3:mulliken_charge:R:1
K -1.01725 -0.07641 0.49857 0.990
C -0.50021 2.92701 -3.45332 -0.491
C -0.81915 2.55897 -2.03357 -0.313
O -0.24521 1.25048 -1.70058 -0.561
O 0.86268 3.24145 -3.56515 -0.524
H -1.11785 3.83262 -3.61494 0.278
H -0.88733 2.22376 -4.19181 0.347
H -1.89146 2.47106 -1.88560 0.352
H -0.28055 3.24075 -1.37586 0.237
H 0.66937 1.41379 -1.43299 0.325
H 1.25015 2.85692 -4.35535 0.321
C 1.22116 2.62109 1.22638 -0.564
C 1.45387 2.02127 2.58760 -0.432
O 0.62838 0.84864 2.66252 -0.448
O 1.76769 1.87241 0.13646 -0.445
H 1.79059 3.56168 1.26771 0.342
H 0.17725 2.85242 1.03718 0.361
H 1.15723 2.79918 3.29330 0.323
H 2.49946 1.73548 2.71245 0.354
H 0.59431 0.56445 3.57914 0.263
H 2.65544 1.60747 0.39374 0.280
C -1.52045 -5.12886 0.58180 -0.238
C -0.43504 -4.16120 0.33217 -0.568
O -0.71122 -2.92734 1.04928 -0.474
O -1.39071 -5.52808 1.95038 -0.522
H -1.24872 -6.01993 -0.00313 0.330
H -2.49791 -4.73681 0.30800 0.248
H -0.38654 -3.90566 -0.72515 0.337
H 0.52115 -4.53705 0.68885 0.317
H -0.48621 -3.09588 1.96973 0.273
H -1.81293 -6.38369 2.06218 0.301
```

Kohn-Sham gap (eV): 9.92
E_HOMO (eV): -12.80
2S+1: 1
Relative energy (zero: lowest compared OMol25 entry of this formula, charge and spin) (kcal per mole): 7.9
Energy (eV): -35118.367
LUMO (Ha): -0.1057
Strongest force on any atom (eV/A): 2.18
Charge: +1